(1)
The following is a DFT calculation (ωB97M-V/def2-TZVPD) of a single H2O2 molecule.

The HOMO-LUMO gap comes out at 11.2 eV. The highest occupied orbital energy is -0.36676 Ha. As for the maximum force: 0.0484 hartree/bohr. The SMILES is OO. The energy above the lowest of the compared OMol25 structures with the same formula, charge and spin is 7.8 kJ/mol.

Geometry (Å):
H1 -0.959 -0.779 0.038
H2 0.989 0.793 0.036
O1 -0.709 0.131 -0.037
O2 0.678 -0.145 -0.037

And the Löwdin charges, in e, turn out to be:
1 H 0.0723
2 H 0.1097
3 O -0.0820
4 O -0.1000

***

(2)
The following is a DFT calculation (ωB97M-V/def2-TZVPD) of a 2-piece molecular cluster, H2O2P overall.

The total charge is -1. The HOMO-LUMO gap (alpha / beta) comes out at 5.1 / 5.1 eV. The highest occupied orbital energy (alpha / beta) is -0.09423 / -0.09420 Ha. As for the maximum force: 0.0360 hartree/bohr. The energy above the lowest of the compared OMol25 structures with the same formula, charge and spin is 379.5 kJ/mol.

Geometry (Å):
O1 2.484 -0.738 -0.325
O2 -2.256 -0.253 0.161
P1 1.535 0.355 0.082
H1 -1.872 0.597 0.154
H2 0.108 0.040 -0.072

And the Löwdin charges, in e, turn out to be:
1 O -0.6441
2 O -0.6456
3 P 0.7202
4 H -0.2765
5 H -0.1540

***

(3)
The following is a DFT calculation (ωB97M-V/def2-TZVPD) of a 2-piece molecular cluster, H2O4 overall.

The HOMO-LUMO gap (alpha / beta) comes out at 10.0 / 9.4 eV. The highest occupied orbital energy (alpha / beta) is -0.36634 / -0.37903 Ha. As for the maximum force: 0.1149 hartree/bohr. The energy above the lowest of the compared OMol25 structures with the same formula, charge and spin is 95.3 kJ/mol.

Geometry (Å):
O1 -1.977 -0.271 0.014
O2 2.041 0.345 -0.089
O3 -0.983 0.670 0.035
O4 1.317 -0.591 0.254
H1 -2.325 -0.569 0.934
H2 1.926 0.416 -1.148

Atom charges from the Löwdin analysis, given in e for atoms 1 to 5:
1 O -0.0768
2 O -0.0715
3 O -0.0692
4 O -0.1105
5 H 0.1491

***

(4)
The following is a DFT calculation (ωB97M-V/def2-TZVPD) of a 2-piece molecular cluster, H2O4P2 overall.

The total charge is -2. The HOMO-LUMO gap (alpha / beta) comes out at 6.3 / 6.3 eV. The highest occupied orbital energy (alpha / beta) is 0.02721 / 0.02713 Ha. As for the maximum force: 0.0612 hartree/bohr. The energy above the lowest of the compared OMol25 structures with the same formula, charge and spin is 223.6 kJ/mol.

Geometry (Å):
O1 -1.066 -0.710 -1.618
O2 1.760 1.183 1.088
O3 -1.640 1.565 -0.749
O4 2.106 -0.283 -0.896
P1 -0.897 0.284 -0.568
P2 1.178 0.138 0.176
H1 -2.318 -1.138 1.722
H2 0.876 -1.038 0.845

Atom charges from the Löwdin analysis, given in e for atoms 1 to 5:
1 O -0.4781
2 O -0.5060
3 O -0.5022
4 O -0.4906
5 P 0.2852

***

(5)
The following is a DFT calculation (ωB97M-V/def2-TZVPD) of an isolated ion of composition H2O4P2 and charge -2.

The total charge is -2. The HOMO-LUMO gap comes out at 7.3 eV. The highest occupied orbital energy is 0.00265 Ha. As for the maximum force: 0.1569 hartree/bohr. The SMILES is O=[P@H]([O-])[P@H](=O)[O-]. The energy above the lowest of the compared OMol25 structures with the same formula, charge and spin is 175.5 kJ/mol.

Geometry (Å):
O1 1.351 -1.677 -0.848
O2 -2.382 -0.970 0.692
O3 1.850 -0.167 1.059
O4 -1.488 1.118 -0.959
P1 1.108 -0.407 -0.182
P2 -1.050 0.265 0.126
H1 1.381 0.788 -1.214
H2 -0.770 1.050 1.325

Atom charges from the Löwdin analysis, given in e for atoms 1 to 5:
1 O -0.5023
2 O -0.8052
3 O -0.5240
4 O -0.5676
5 P 0.0914

***

(6)
The following is a DFT calculation (ωB97M-V/def2-TZVPD) of a 2-piece molecular cluster, H2O4PS overall.

The total charge is -1. The HOMO-LUMO gap (alpha / beta) comes out at 7.0 / 4.8 eV. The highest occupied orbital energy (alpha / beta) is -0.14800 / -0.10267 Ha. As for the maximum force: 0.0472 hartree/bohr. The energy above the lowest of the compared OMol25 structures with the same formula, charge and spin is 273.2 kJ/mol.

Geometry (Å):
O1 -1.282 -0.902 -1.337
O2 -0.990 -1.074 1.125
O3 -2.446 0.719 0.137
O4 1.009 1.648 0.412
P1 1.953 0.521 -0.132
S1 -1.405 -0.251 -0.002
H1 1.111 -0.108 -1.006
H2 2.051 -0.553 0.804

Atom charges from the Löwdin analysis, given in e for atoms 1 to 5:
1 O -0.3797
2 O -0.3557
3 O -0.3358
4 O -0.6739
5 P 0.4855

***

(7)
The following is a DFT calculation (ωB97M-V/def2-TZVPD) of a 2-piece molecular cluster, H2O4S2 overall.

The HOMO-LUMO gap (alpha / beta) comes out at 8.6 / 8.6 eV. The highest occupied orbital energy (alpha / beta) is -0.37100 / -0.37099 Ha. As for the maximum force: 0.0431 hartree/bohr. The energy above the lowest of the compared OMol25 structures with the same formula, charge and spin is 452.8 kJ/mol.

Geometry (Å):
O1 -0.692 2.169 -0.593
O2 0.669 -0.674 0.794
O3 1.194 -0.489 -0.469
O4 0.814 -1.519 -1.262
S1 -2.440 0.905 1.211
S2 -0.927 1.951 0.797
H1 1.275 -1.215 1.324
H2 0.108 -1.127 -1.800

Atom charges from the Löwdin analysis, given in e for atoms 1 to 5:
1 O -0.5702
2 O -0.0695
3 O -0.1863
4 O 0.0006
5 S 0.2308

***

(8)
The following is a DFT calculation (ωB97M-V/def2-TZVPD) of an isolated ion of composition H2O5P2 and charge -2.

The total charge is -2. The HOMO-LUMO gap comes out at 6.7 eV. The highest occupied orbital energy is 0.02606 Ha. As for the maximum force: 0.0508 hartree/bohr. The SMILES is O=P([O-])([O-])P(O)O. The energy above the lowest of the compared OMol25 structures with the same formula, charge and spin is 196.7 kJ/mol.

Geometry (Å):
O1 -0.786 -1.317 -0.845
O2 -2.264 -0.043 0.843
O3 -0.894 1.322 -0.792
O4 1.396 -1.217 0.197
O5 1.515 1.208 0.225
P1 0.891 -0.042 1.132
P2 -1.032 0.005 -0.029
H1 0.475 -1.489 -0.428
H2 0.700 1.572 -0.303

Atom charges from the Löwdin analysis, given in e for atoms 1 to 5:
1 O -0.4470
2 O -0.5226
3 O -0.4887
4 O -0.5638
5 O -0.5072